{"formula": "C44H112N8O14", "method": "the ωB97M-V functional and the def2-TZVPD basis", "elements": ["C", "O", "C", "C", "N", "C", "C", "O", "C", "H", "H", "H", "H", "H", "H", "H", "H", "H", "H", "H", "H", "H", "H", "H", "C", "O", "C", "C", "N", "C", "C", "O", "C", "H", "H", "H", "H", "H", "H", "H", "H", "H", "H", "H", "H", "H", "H", "H", "C", "O", "C", "C", "N", "C", "C", "O", "C", "H", "H", "H", "H", "H", "H", "H", "H", "H", "H", "H", "H", "H", "H", "H", "C", "O", "C", "C", "N", "C", "C", "O", "C", "H", "H", "H", "H", "H", "H", "H", "H", "H", "H", "H", "H", "H", "H", "H", "C", "O", "C", "C", "N", "C", "C", "O", "C", "H", "H", "H", "H", "H", "H", "H", "H", "H", "H", "H", "H", "H", "H", "H", "C", "O", "C", "C", "N", "C", "C", "O", "C", "H", "H", "H", "H", "H", "H", "H", "H", "H", "H", "H", "H", "H", "H", "H", "C", "C", "C", "O", "C", "N", "H", "H", "H", "H", "H", "H", "H", "H", "H", "H", "H", "C", "C", "C", "O", "C", "N", "H", "H", "H", "H", "H", "H", "H", "H", "H", "H", "H"], "positions_angstrom": [[-26.54662, -2.29808, 17.53373], [-27.32646, -3.45522, 17.13314], [-27.33334, -4.45010, 18.07034], [-27.93097, -5.71241, 17.50883], [-27.09737, -6.14434, 16.42279], [-27.50857, -7.47986, 16.05051], [-28.95638, -7.61296, 15.44120], [-30.04237, -7.63384, 16.43666], [-31.35768, -7.50106, 15.99032], [-25.50207, -2.55420, 17.71094], [-26.85162, -1.71870, 18.40516], [-26.52428, -1.64930, 16.65812], [-27.93750, -4.09809, 18.90652], [-26.32072, -4.68112, 18.40097], [-28.95454, -5.62991, 17.14332], [-27.97466, -6.36319, 18.38214], [-27.23109, -5.42906, 15.72236], [-27.49010, -8.13448, 16.92185], [-26.74639, -7.93720, 15.41962], [-29.05568, -8.56185, 14.91410], [-29.11411, -6.77091, 14.76728], [-31.93426, -7.83758, 16.85194], [-31.45657, -8.19155, 15.15273], [-31.44193, -6.44190, 15.74704], [-20.46165, -13.13404, 18.37530], [-20.70321, -11.98218, 19.10845], [-20.80152, -10.76007, 18.41118], [-21.12491, -9.63221, 19.34660], [-21.34887, -8.31225, 18.67135], [-20.20727, -7.71380, 18.09087], [-19.32251, -7.08784, 19.16947], [-18.06038, -6.67577, 18.65044], [-17.12575, -6.26100, 19.66721], [-21.10034, -13.27256, 17.50295], [-20.53775, -14.05466, 18.95387], [-19.43092, -13.16000, 18.02171], [-21.52011, -10.83910, 17.59542], [-19.89504, -10.54002, 17.84729], [-20.27586, -9.61613, 20.02994], [-22.12673, -9.91508, 19.66975], [-22.26852, -7.98510, 18.41187], [-20.47998, -6.80563, 17.55332], [-19.68563, -8.34505, 17.37148], [-19.31163, -7.61599, 20.12291], [-19.84013, -6.17868, 19.47541], [-16.17545, -6.25969, 19.13333], [-17.17053, -6.97009, 20.49383], [-17.39371, -5.40196, 20.28230], [-6.64607, 11.24367, 13.54239], [-6.59989, 9.85454, 13.28372], [-7.99132, 9.30645, 13.20530], [-8.79459, 9.76010, 12.03545], [-9.71232, 8.71291, 11.57886], [-10.43406, 9.22773, 10.41846], [-11.54564, 8.28675, 9.85386], [-12.77091, 8.57193, 10.55628], [-13.75154, 7.64572, 10.38185], [-5.76066, 11.58081, 13.00344], [-6.35608, 11.30882, 14.59109], [-7.51912, 11.82623, 13.24826], [-8.49804, 9.36632, 14.16850], [-7.81772, 8.25653, 12.96942], [-8.04823, 9.70210, 11.24319], [-9.26753, 10.68243, 12.37271], [-10.23869, 8.35154, 12.36145], [-9.78679, 9.41247, 9.56113], [-10.88698, 10.18217, 10.68679], [-11.25070, 7.23742, 9.85492], [-11.75592, 8.58469, 8.82667], [-14.53181, 8.36220, 10.63864], [-13.83171, 6.68835, 10.89674], [-13.81357, 7.39376, 9.32319], [-16.35119, 10.96988, 13.75474], [-16.01377, 11.88044, 14.76057], [-14.58187, 12.23653, 14.80133], [-13.60964, 10.99467, 15.17624], [-13.83952, 10.57399, 16.56036], [-13.19761, 9.29213, 17.05932], [-13.64440, 7.95922, 16.28729], [-12.82962, 7.83237, 15.16096], [-12.86701, 6.65491, 14.38819], [-16.20239, 9.91238, 13.97303], [-15.81408, 11.09032, 12.81395], [-17.40958, 11.14424, 13.56105], [-14.52023, 12.90579, 15.65947], [-14.16992, 12.71565, 13.91315], [-12.55087, 11.24694, 15.11743], [-13.67380, 10.17896, 14.45609], [-14.82518, 10.42528, 16.72299], [-13.14370, 9.10096, 18.13106], [-12.16913, 9.48705, 16.75542], [-14.71834, 7.95625, 16.10089], [-13.51872, 7.11181, 16.96122], [-12.65345, 5.77299, 14.99210], [-12.16351, 6.63181, 13.55593], [-13.81618, 6.52347, 13.86867], [-23.54090, 8.39264, 4.48462], [-22.98455, 7.53146, 5.48825], [-21.82863, 6.84308, 5.00087], [-22.05405, 5.79031, 3.92495], [-21.06934, 5.89508, 2.89213], [-21.22168, 6.90713, 1.91344], [-21.46551, 6.29042, 0.53565], [-22.62437, 5.50394, 0.70671], [-22.91733, 4.56248, -0.26612], [-24.32771, 9.01043, 4.91746], [-24.01601, 7.76747, 3.72863], [-22.87581, 8.98437, 3.85565], [-21.27406, 6.35203, 5.80052], [-21.20804, 7.59636, 4.51556], [-23.02774, 5.81994, 3.43591], [-22.09122, 4.85802, 4.48846], [-21.45742, 5.21271, 2.25662], [-20.26329, 7.42462, 1.87118], [-21.99185, 7.60434, 2.24334], [-20.68222, 5.56103, 0.32938], [-21.49755, 6.98158, -0.30659], [-23.85601, 4.79235, -0.77025], [-22.93327, 3.51989, 0.05145], [-22.17260, 4.55405, -1.06198], [-24.06441, 5.63667, 32.30996], [-23.80429, 4.47948, 31.38726], [-23.01572, 3.57334, 32.04005], [-22.55530, 2.43480, 31.19545], [-22.12661, 2.75740, 29.83363], [-21.65214, 1.63169, 29.08544], [-20.94969, 2.06588, 27.70926], [-21.88441, 2.16135, 26.71566], [-22.69718, 3.30037, 26.77798], [-24.85446, 5.45892, 33.03957], [-24.39419, 6.47613, 31.69787], [-23.17830, 5.78567, 32.92697], [-23.57676, 3.11514, 32.85453], [-22.09647, 4.01721, 32.42225], [-23.43611, 1.80573, 31.06682], [-21.88859, 1.90537, 31.87611], [-22.84042, 3.33630, 29.41476], [-22.55732, 1.02456, 29.07381], [-20.93900, 1.11099, 29.72452], [-20.32628, 1.22801, 27.39714], [-20.47603, 3.03158, 27.88579], [-23.24517, 3.40844, 27.71400], [-23.46478, 3.35983, 26.00640], [-22.21918, 4.25474, 26.55711], [-19.65091, -0.71055, 2.50556], [-20.67564, -1.80315, 2.91157], [-20.66669, -2.03180, 4.43913], [-20.93605, -0.87668, 5.30610], [-21.01567, -1.00752, 6.67824], [-22.02480, -1.49014, 2.64040], [-19.62142, -0.54389, 1.42878], [-18.68632, -1.07879, 2.85495], [-19.75990, 0.21671, 3.06806], [-20.44652, -2.67323, 2.29629], [-19.61720, -2.23508, 4.65210], [-21.35934, -2.78542, 4.81383], [-20.34901, -1.66567, 7.23546], [-22.00835, -1.23168, 7.06868], [-20.70059, -0.04589, 7.08333], [-22.14652, -0.54735, 2.98162], [-22.72579, -2.08753, 3.05494], [-20.58308, 3.79139, 14.53846], [-19.49623, 2.86586, 15.17681], [-19.11532, 3.11918, 16.66566], [-18.16640, 2.19169, 16.97903], [-18.06462, 1.99478, 18.39958], [-19.75196, 1.47619, 14.89030], [-20.80578, 3.40734, 13.54295], [-20.19015, 4.80353, 14.44216], [-21.53406, 3.82266, 15.07019], [-18.57954, 3.08799, 14.63053], [-20.00208, 3.03620, 17.29405], [-18.67141, 4.11338, 16.71660], [-17.74239, 2.78679, 19.07560], [-17.20346, 1.32833, 18.44793], [-18.98775, 1.69904, 18.89804], [-18.95943, 1.01704, 15.31596], [-20.61162, 1.13733, 15.29808]], "forces_ev_per_angstrom": [[0.2128, -0.5429, -1.2485], [0.8377, 2.4913, -0.7661], [-0.7762, -0.4105, 1.0260], [-0.1148, 1.0649, 0.7008], [0.1689, -1.0228, 0.7112], [-1.0684, -0.4672, -0.4425], [-0.5471, -0.1466, 0.7874], [3.0452, -0.2444, 0.7292], [1.3449, -0.2169, -0.0800], [0.1180, -0.4676, 0.0779], [-0.7580, -0.3649, 0.1213], [-0.2442, 0.0927, 0.1179], [0.0006, -0.1687, 0.5854], [0.2249, -0.0640, 0.1852], [-0.2943, 0.5099, 0.4301], [0.2411, -0.6802, -0.3441], [0.1973, -0.3274, -0.6020], [-0.0136, 0.2407, 0.3682], [-0.3253, 0.1128, -0.6335], [0.1970, -0.0023, -0.3948], [-0.1251, 0.0693, -0.2830], [-0.4829, 0.3398, -0.3314], [-0.7775, 0.2336, -0.3508], [-1.0526, -0.0332, -0.3601], [0.8240, -0.5428, -0.8303], [-0.5224, 0.4090, 1.1719], [0.5923, -0.6188, -1.9502], [-1.5265, 0.8130, -1.5501], [0.3779, -1.4165, 1.0719], [0.4972, 1.4013, -0.2945], [0.1215, 1.1290, 0.1791], [0.0255, -0.2102, 0.9066], [-0.9948, -1.2529, -0.1622], [-0.3207, 0.3025, -0.1178], [-0.3873, 0.3918, 0.5808], [0.2846, 0.2112, -0.3016], [-0.6825, -0.0541, 0.0756], [0.6776, -0.1250, 0.1794], [-0.6338, 0.3812, 0.7074], [0.3610, 0.1305, 1.3166], [0.3229, -0.5567, 0.1168], [-0.4303, -0.3268, -0.5677], [0.3981, -0.1493, 0.1666], [0.7326, -0.8016, -0.1297], [-0.3305, 0.3184, 0.0161], [0.0502, 0.4271, 0.6306], [0.6080, -0.9105, -0.2191], [-0.0529, 1.0548, -0.9995], [2.2220, -0.3677, 0.3540], [-3.4962, -0.7604, -0.7497], [2.3701, -1.6013, 0.4027], [0.5111, -0.9387, 0.1367], [0.6364, 0.2872, -0.1139], [-1.4579, -1.1651, -0.0039], [0.0512, 1.6538, 0.7114], [3.6132, -0.2342, 0.9086], [-2.1529, 0.8406, -1.2037], [-0.1684, 0.7301, -0.1327], [-0.6234, 0.7868, 0.3114], [-0.1046, -0.3577, 0.0896], [0.0422, 0.3046, 0.1576], [0.1486, -0.2164, 0.5017], [-0.0322, 1.5704, -0.2714], [-0.1852, 0.5564, -1.1520], [-0.7899, 0.1516, -0.3400], [0.6143, -0.0439, 0.3442], [-0.3873, 0.2156, -0.3035], [-0.0577, -0.1178, 0.3521], [0.2494, -0.1055, -0.3312], [-1.4226, -1.2435, -0.0343], [0.7265, 0.1304, 0.7999], [-0.3434, -0.0770, -0.3737], [-0.5563, -0.1823, -0.7145], [2.3800, 0.3913, -0.1004], [0.3431, -2.1232, 1.6105], [-0.7335, 0.3371, 0.0835], [-0.6811, -1.3712, 1.6352], [0.3830, 0.1938, -2.9998], [0.4834, 0.8380, 1.4853], [0.7167, 0.4292, -1.0843], [-0.6344, -0.4468, 0.0591], [0.0283, -0.1312, 0.6657], [0.1983, 0.5570, -0.1225], [-0.0317, -0.2191, -0.0973], [0.0197, 0.1566, -0.2072], [-0.5770, -0.0334, -0.3365], [0.0273, 0.7018, -0.1074], [-0.5379, -0.1486, -0.2551], [-0.3708, 0.4699, -0.2079], [-0.7843, 0.6259, 0.0393], [0.3697, -0.6224, 0.1338], [-0.2501, 0.3313, -0.5720], [0.3618, -0.3005, 0.1934], [-0.1182, -0.1421, 0.1966], [0.4835, 0.7268, 0.3513], [-0.4863, -0.0399, 0.2915], [-0.7574, -1.2010, -0.2202], [0.3697, 0.4129, -0.3805], [-0.2792, 0.9080, -0.7551], [-1.5784, 0.5734, 0.9880], [0.4922, -3.1138, -0.5104], [0.8200, 2.3954, -0.4721], [0.0459, -0.6314, 0.5932], [-0.9125, 0.3038, 0.5677], [0.1683, -0.4136, -1.6289], [0.3173, -0.0078, 0.2348], [-0.4010, -0.1746, -0.0717], [0.7631, 0.3079, 0.7334], [-0.2696, 0.5249, 0.3621], [0.4844, 0.1801, 0.3003], [-0.5795, 0.5080, 0.3618], [0.6549, -0.5297, -0.6981], [0.7536, -1.8257, 0.6276], [-0.0885, 0.6200, -0.2741], [-0.2319, 0.3259, -0.6008], [0.6580, 0.2117, -0.0511], [-0.3295, 0.2789, 0.1222], [-0.2136, 0.0176, 0.1898], [-0.1614, 0.0984, 0.7313], [0.2772, 0.2219, -0.1467], [0.0084, -1.4033, -1.0368], [-1.1712, 2.7250, 0.7712], [0.9816, -0.5439, 0.5552], [-1.5744, -0.5876, -1.1922], [1.5502, 2.0402, 2.1793], [0.0995, 0.6936, -0.2261], [-1.3008, -1.4472, 2.4442], [-1.4191, 0.6094, -1.9639], [-0.8665, 0.9027, -0.2861], [-0.3064, -0.6093, -0.1945], [0.4961, -0.0337, 0.0328], [0.2359, 0.4918, -0.4525], [0.0889, -0.0185, 0.5297], [0.0341, 0.5886, 0.3394], [-0.3103, -0.7313, 0.2652], [0.6571, -0.2491, -0.7292], [0.1412, -0.3125, -0.0137], [0.2615, -1.1585, -1.3860], [0.2341, -0.0211, -0.0960], [0.5439, 0.4139, 0.1462], [0.5789, -0.1592, 0.0660], [0.0938, -0.1288, -0.0004], [-0.0287, -1.0951, -0.2222], [0.9727, 0.0342, 0.4693], [-0.2587, -0.6411, 0.7150], [-0.2679, 0.5647, 1.4154], [2.1484, 0.0037, 1.7640], [0.0050, 0.2361, -2.6299], [0.1963, 0.4024, 1.2735], [-1.5586, 1.9490, -1.9730], [-0.0924, 0.0412, 0.1355], [0.2194, -0.1128, -0.3372], [-0.4837, 0.1206, -0.2058], [0.4322, -0.5441, 0.7587], [0.1150, -0.9268, 0.5594], [0.2020, -0.5570, -0.5771], [0.4666, -0.7675, -0.7660], [-0.3684, -0.0306, -0.2946], [-0.3671, 0.2876, -0.0287], [-0.6952, 0.0895, 0.0344], [0.3055, -0.1053, 0.1552], [0.6944, -0.5240, 0.5126], [-0.4644, 1.0309, -0.3672], [-1.3207, 1.1582, -2.0285], [0.7147, -0.6535, 2.1932], [1.2638, -0.4956, -0.3026], [0.2026, -0.0501, -0.1866], [0.1567, 0.0291, -0.0224], [-0.1405, 0.0579, 0.0543], [0.0671, -0.0414, 0.2884], [0.1804, 0.0931, -0.1138], [-0.1788, 0.0588, 0.2585], [-0.2688, 0.4386, 0.3208], [0.1312, 1.2241, -0.8310], [-0.5850, -0.7143, 0.4887], [-0.1682, -0.8142, -0.5377], [-0.2246, -0.7572, 0.0345], [-0.0573, -0.0381, 0.2383]], "relative_energy_kcal_mol": 221.5, "gap_ev": 8.85, "energy_ha": -3234.38588, "smiles": "COC[C@H](C)N.COC[C@H](C)N.COCCNCCOC.COCCNCCOC.COCCNCCOC.COCCNCCOC.COCCNCCOC.COCCNCCOC", "homo_energy_ev": -8.32, "lumo_ev": 0.52}